[1]
Density functional theory data (the ωB97M-V functional and the def2-TZVPD basis) for a structure of composition C25H47BBr3N6O6P2S in a non-equilibrium geometry.

ORCA input file:
```
! RIJCOSX wB97M-V def2-TZVPD def2/J DEFGRID3
* xyz 1 1
C -2.430 2.470 0.670
C -2.861 1.103 1.132
O -2.798 0.128 0.431
N -3.325 1.066 2.540
N -2.865 -0.104 3.171
C -1.699 -0.173 3.738
N -0.854 0.921 3.662
B -0.929 1.697 4.892
N 0.102 2.632 5.322
O -2.101 1.519 5.619
C 0.519 0.578 3.200
C 0.788 -0.942 3.148
C 2.315 -1.145 3.392
C 3.196 -0.914 2.144
C 3.820 -2.252 1.664
C 4.104 -2.281 0.155
C 3.160 -3.219 -0.650
C 2.505 -2.424 -1.784
C 1.544 -3.255 -2.624
C 0.992 -2.552 -3.904
C 1.181 -1.038 -3.932
C 0.346 -0.342 -5.015
C 0.040 1.110 -4.568
C 0.191 2.179 -5.690
N 1.344 3.009 -5.355
C 1.311 4.272 -4.904
C 2.587 4.663 -4.670
C 3.409 3.578 -4.999
C 2.617 2.568 -5.420
P 0.241 -1.755 1.566
S -0.890 -3.323 1.819
C 0.111 -1.553 4.371
N -1.352 -1.343 4.346
P -2.075 -1.561 5.894
O -1.294 -0.911 6.940
O -3.558 -1.108 5.817
O -2.147 -3.112 6.122
C -4.825 0.968 2.576
C -5.559 1.735 3.646
O -5.422 0.273 1.785
H -2.832 3.219 1.346
H -2.724 2.646 -0.354
H -1.351 2.509 0.807
H -3.485 -0.911 3.170
H -0.273 3.566 5.453
H 0.417 2.333 6.243
H -1.904 1.497 6.564
H 1.303 1.057 3.770
H 0.613 0.963 2.182
H 2.418 -2.165 3.757
H 2.648 -0.510 4.209
H 4.028 -0.282 2.430
H 2.656 -0.430 1.333
H 3.240 -3.112 1.990
H 4.777 -2.320 2.179
H 4.037 -1.281 -0.268
H 5.118 -2.624 -0.032
H 2.372 -3.608 -0.003
H 3.700 -4.074 -1.045
H 1.943 -1.610 -1.322
H 3.301 -1.996 -2.391
H 0.695 -3.549 -2.005
H 2.034 -4.182 -2.915
H 1.486 -3.014 -4.757
H -0.064 -2.802 -3.977
H 2.238 -0.815 -4.054
H 0.851 -0.644 -2.973
H -0.605 -0.866 -5.059
H 0.853 -0.350 -5.974
H -0.940 1.207 -4.107
H 0.753 1.360 -3.788
H -0.699 2.792 -5.669
H 0.315 1.712 -6.661
H 0.426 4.855 -4.738
H 2.905 5.609 -4.280
H 4.477 3.589 -4.896
H 2.949 1.598 -5.733
H 1.333 -2.039 0.738
H -0.505 -0.760 0.892
H 0.560 -1.063 5.237
H 0.356 -2.607 4.439
H -3.630 -0.170 6.045
H -1.309 -3.522 5.871
H -6.293 1.049 4.055
H -4.912 2.120 4.427
H -6.127 2.526 3.167
C -3.361 0.794 -8.026
Br -4.570 -0.328 -7.035
Br -3.324 2.590 -7.331
Br -1.598 0.024 -8.120
H -3.736 0.854 -9.037
*
```

Calculated values
**Total energy**: -288127.0769 eV
**HOMO-LUMO gap**: 5.95 eV

=====

[2]
Density functional theory data (the ωB97M-V functional and the def2-TZVPD basis) for a cluster of 6 separate species, C25H47BIO25PS5 in total in a non-equilibrium geometry.

ORCA input file:
```
! RIJCOSX wB97M-V def2-TZVPD def2/J DEFGRID3
* xyz 0 1
C 2.686 0.427 1.983
C 1.521 0.756 1.960
P -0.286 1.023 2.067
C -0.622 -0.623 2.946
C -0.156 -0.840 4.404
C 1.360 -1.152 4.596
I 1.761 -2.013 6.516
C -1.287 0.406 0.582
C -0.427 0.235 -0.695
C -0.765 1.230 -1.849
C 0.475 1.192 -2.796
C 0.149 1.588 -4.244
O 1.084 0.921 -5.156
C 2.372 1.067 -4.748
C 3.252 -0.153 -4.485
O 2.843 2.166 -4.577
C 0.029 2.663 1.045
C 0.758 3.700 2.002
C 1.348 5.016 1.219
O 0.099 4.918 2.205
B -1.253 2.117 3.339
O -2.503 2.579 3.003
O -0.794 2.502 4.595
H 3.611 -0.109 1.872
H -1.719 -0.785 2.929
H -0.205 -1.450 2.326
H -0.421 -0.066 5.143
H -0.670 -1.754 4.763
H 1.716 -1.738 3.744
H 1.886 -0.187 4.585
H -2.106 1.136 0.448
H -1.777 -0.556 0.782
H -0.610 -0.764 -1.113
H 0.658 0.326 -0.530
H -1.631 0.880 -2.437
H -0.984 2.240 -1.479
H 0.769 0.126 -2.830
H 1.255 1.816 -2.336
H 0.226 2.665 -4.445
H -0.841 1.190 -4.510
H 3.749 -0.449 -5.423
H 3.989 0.043 -3.699
H 2.665 -1.026 -4.157
H 0.796 2.545 0.267
H -0.886 3.179 0.720
H 1.377 3.294 2.827
H 2.338 4.796 1.764
H 1.387 6.076 1.528
H -3.062 2.624 3.790
H 0.065 2.066 4.695
C 1.685 -5.624 0.159
C 0.273 -5.988 0.558
O -0.206 -4.836 1.281
S 0.459 -3.517 0.668
O -0.458 -2.930 -0.241
O 1.059 -2.783 1.729
O 1.621 -4.232 -0.175
H 2.382 -5.742 0.993
H 2.036 -6.205 -0.690
H 0.232 -6.877 1.182
H -0.362 -6.129 -0.316
C 5.276 3.196 -2.158
C 4.064 3.835 -1.519
O 3.443 2.774 -0.780
S 4.571 1.770 -0.241
O 4.874 2.109 1.103
O 4.220 0.451 -0.636
O 5.777 2.284 -1.166
H 5.000 2.622 -3.041
H 6.037 3.925 -2.424
H 3.375 4.247 -2.252
H 4.351 4.616 -0.811
C -3.976 -8.379 1.060
C -4.707 -7.363 0.209
O -3.712 -6.868 -0.694
S -2.669 -8.037 -1.031
O -3.033 -8.633 -2.262
O -1.357 -7.545 -0.782
O -3.080 -9.038 0.157
H -3.382 -7.892 1.837
H -4.650 -9.098 1.518
H -5.128 -6.552 0.797
H -5.497 -7.832 -0.382
C -1.081 -2.724 -5.791
C -0.265 -2.025 -4.727
O -0.807 -2.493 -3.486
S -1.321 -4.005 -3.664
O -0.314 -4.886 -3.193
O -2.662 -4.079 -3.214
O -1.307 -4.041 -5.274
H -2.051 -2.241 -5.929
H -0.562 -2.773 -6.745
H -0.332 -0.945 -4.790
H 0.785 -2.325 -4.772
C -3.169 8.459 4.303
C -3.369 8.798 2.840
O -2.415 7.993 2.144
S -2.204 6.604 2.941
O -3.019 5.613 2.339
O -0.820 6.416 3.158
O -2.907 7.055 4.326
H -2.300 8.976 4.715
H -4.046 8.690 4.904
H -3.205 9.852 2.629
H -4.368 8.510 2.500
*
```

Calculated values
**SMILES string**: C#CP(CCCI)(CCCCCOC(C)=O)(C[C@H]1CO1)B(O)O.O=S1(=O)OCCO1.O=S1(=O)OCCO1.O=S1(=O)OCCO1.O=S1(=O)OCCO1.O=S1(=O)OCCO1
**Total energy**: -150104.0515 eV
**HOMO-LUMO gap**: 7.50 eV

=====

[3]
Density functional theory data (the ωB97M-V functional and the def2-TZVPD basis) for a structure of composition C25H47Br2MgNO3Si2 in a non-equilibrium geometry.

ORCA input file:
```
! RIJCOSX wB97M-V def2-TZVPD def2/J DEFGRID3
* xyz 0 1
O -1.321 -2.529 -3.308
O -2.191 -0.185 -4.569
C -0.037 -3.126 -3.076
C 0.279 -3.670 -1.685
H 0.678 -2.337 -3.358
H 0.054 -3.933 -3.819
H 0.444 -2.853 -0.971
H 1.221 -4.223 -1.762
H -0.495 -4.347 -1.297
C -2.160 -2.232 -2.171
C -3.370 -3.138 -2.223
H -2.468 -1.197 -2.357
H -1.611 -2.320 -1.209
H -4.055 -2.779 -3.001
H -3.899 -3.098 -1.268
H -3.084 -4.176 -2.424
C -3.370 0.670 -4.691
C -1.975 -1.115 -5.652
C -4.463 0.137 -3.805
H -3.719 0.727 -5.737
H -3.033 1.671 -4.387
H -4.772 -0.850 -4.176
H -5.334 0.803 -3.802
H -4.088 0.034 -2.780
C -3.185 -1.933 -5.951
H -1.171 -1.751 -5.280
H -1.597 -0.541 -6.513
H -3.456 -2.484 -5.053
H -2.947 -2.657 -6.724
H -4.020 -1.325 -6.288
H -0.807 -0.089 -3.438
Mg 0.703 1.391 -0.954
C -0.138 0.836 -3.116
Si 0.466 1.589 -4.771
H -0.781 1.527 -2.558
H 0.779 0.461 -2.613
C 1.380 0.068 -5.402
C 1.714 2.935 -4.445
C -0.779 2.297 -6.003
C 2.692 0.709 -1.580
Si 3.714 1.312 -0.174
H 3.102 0.986 -2.570
H 2.630 -0.391 -1.575
C 4.830 2.692 -0.811
C 4.705 -0.115 0.553
C 2.616 2.044 1.190
H -0.244 2.896 -6.757
H -1.498 2.975 -5.520
H -1.354 1.541 -6.558
H 2.170 -0.179 -4.677
H 1.841 0.250 -6.375
H 0.720 -0.804 -5.485
H 2.292 2.768 -3.529
H 1.213 3.908 -4.375
H 2.409 2.971 -5.294
H 5.209 -0.686 -0.243
H 4.044 -0.806 1.101
H 5.471 0.267 1.245
H 2.219 1.257 1.849
H 1.770 2.674 0.848
H 3.270 2.693 1.791
H 5.716 2.795 -0.168
H 4.284 3.648 -0.817
H 5.162 2.475 -1.837
Br 1.620 -2.628 1.899
C 0.402 -1.215 2.282
C -0.030 -0.968 3.580
C -0.814 0.132 3.906
Br -1.324 0.414 5.716
C -1.240 1.046 2.903
C -1.990 2.220 3.144
C -2.144 3.146 2.131
C -1.529 2.932 0.881
N -0.801 1.835 0.633
C -0.776 0.834 1.564
C 0.044 -0.321 1.227
O 0.524 -0.395 0.031
H 0.267 -1.656 4.363
H -2.430 2.387 4.125
H -2.712 4.062 2.269
H -1.635 3.652 0.062
*
```

Calculated values
**Total energy**: -195606.4355 eV
**HOMO-LUMO gap**: 6.81 eV

=====

[4]
Density functional theory data (the ωB97M-V functional and the def2-TZVPD basis) for a structure of composition C25H47Br2NNdO3Si2 in a non-equilibrium geometry.

ORCA input file:
```
! RIJCOSX wB97M-V def2-TZVPD def2/J DEFGRID3
* xyz 1 4
O -2.367 2.044 -0.595
O -2.215 1.007 -2.855
C -2.819 1.875 0.771
C -1.888 2.324 1.878
H -3.040 0.803 0.887
H -3.752 2.439 0.836
H -0.909 1.842 1.787
H -2.320 2.026 2.846
H -1.817 3.416 1.899
C -1.223 2.919 -0.809
C -1.671 4.317 -1.112
H -0.668 2.476 -1.648
H -0.551 2.882 0.052
H -2.283 4.338 -2.022
H -0.790 4.941 -1.281
H -2.229 4.745 -0.278
C -1.597 0.972 -4.173
C -3.675 1.032 -2.931
C -0.874 2.263 -4.448
H -2.418 0.806 -4.890
H -0.899 0.128 -4.192
H -1.537 3.129 -4.324
H -0.481 2.257 -5.472
H -0.025 2.387 -3.773
C -4.219 2.322 -3.492
H -4.012 0.867 -1.903
H -3.991 0.201 -3.570
H -3.851 3.196 -2.952
H -5.307 2.303 -3.366
H -4.023 2.406 -4.563
H -1.654 0.762 -1.594
Nd 1.226 -1.362 0.107
C -0.812 -0.278 -0.984
Si -1.599 -1.974 -1.335
H 0.104 -0.094 -1.574
H -0.727 0.038 0.076
C -3.259 -1.998 -0.491
C -0.578 -3.462 -0.728
C -1.846 -2.312 -3.175
C -0.065 -1.735 2.112
Si 1.105 -2.846 3.040
H -1.090 -2.140 2.078
H -0.138 -0.753 2.613
C 0.892 -4.637 2.507
C 0.872 -2.767 4.894
C 2.890 -2.335 2.662
H -2.105 -3.373 -3.330
H -0.921 -2.115 -3.737
H -2.646 -1.703 -3.603
H -3.150 -2.192 0.586
H -3.889 -2.783 -0.932
H -3.781 -1.038 -0.609
H -0.314 -3.436 0.347
H 0.317 -3.696 -1.343
H -1.271 -4.310 -0.827
H -0.191 -2.825 5.169
H 1.280 -1.830 5.299
H 1.393 -3.610 5.371
H 3.138 -1.358 3.102
H 3.208 -2.314 1.599
H 3.539 -3.073 3.159
H 1.416 -5.267 3.239
H 1.329 -4.848 1.521
H -0.165 -4.937 2.499
Br 1.029 1.822 4.012
C 2.587 1.719 2.913
C 3.824 2.153 3.391
C 5.010 1.860 2.731
Br 6.675 2.392 3.520
C 5.012 1.061 1.553
C 6.163 0.586 0.899
C 6.036 -0.300 -0.131
C 4.776 -0.792 -0.484
N 3.633 -0.348 0.099
C 3.741 0.652 1.031
C 2.501 1.066 1.660
O 1.372 0.657 1.124
H 3.865 2.701 4.330
H 7.134 0.962 1.230
H 6.916 -0.677 -0.663
H 4.665 -1.577 -1.237
*
```

Calculated values
**Total energy**: -205431.3015 eV
**HOMO-LUMO gap (spin up / spin down)**: 7.19 / 7.23 eV
**Expectation value of S²**: 3.756

=====

[5]
Density functional theory data (the ωB97M-V functional and the def2-TZVPD basis) for a cluster of 15 separate species, C25H47Cl28F3O4S in total in a non-equilibrium geometry.

ORCA input file:
```
! RIJCOSX wB97M-V def2-TZVPD def2/J DEFGRID3
* xyz 0 1
C 4.018 -0.842 -1.732
C 3.053 0.280 -1.291
C 2.793 1.189 -2.499
C 1.661 2.281 -2.424
C 0.519 1.829 -3.375
C -0.841 2.499 -3.229
O -1.615 2.072 -2.131
C -1.943 0.714 -2.044
C -2.815 0.212 -3.177
F -3.318 -1.001 -2.846
F -3.848 1.027 -3.415
F -2.146 0.034 -4.332
C 2.268 3.635 -2.924
C 2.906 4.486 -1.818
C 3.439 3.648 -0.675
O 2.396 2.976 0.065
S 1.080 2.597 -0.752
O 0.513 1.424 -0.156
O 0.244 3.764 -0.768
H 3.528 -1.479 -2.467
H 4.865 -0.376 -2.232
H 4.361 -1.415 -0.873
H 3.560 0.817 -0.490
H 2.147 -0.197 -0.926
H 3.740 1.670 -2.741
H 2.564 0.525 -3.335
H 0.888 2.082 -4.373
H 0.458 0.741 -3.352
H -1.409 2.378 -4.157
H -0.692 3.571 -3.107
H -1.077 0.052 -1.936
H -2.494 0.619 -1.109
H 1.464 4.182 -3.419
H 2.998 3.403 -3.699
H 2.154 5.170 -1.425
H 3.696 5.110 -2.236
H 3.965 4.277 0.041
H 4.152 2.905 -1.036
C -4.730 0.919 1.139
Cl -4.751 1.044 2.900
Cl -3.901 -0.538 0.590
H -5.748 0.921 0.769
H -4.182 1.772 0.755
C 2.457 -6.977 -0.096
Cl 1.447 -7.374 -1.489
Cl 3.711 -5.774 -0.438
H 1.810 -6.593 0.684
H 2.958 -7.880 0.231
C -3.168 3.450 5.591
Cl -2.025 3.411 6.942
Cl -4.321 4.785 5.744
H -2.620 3.574 4.662
H -3.722 2.519 5.583
C -6.800 0.403 6.633
Cl -6.244 2.062 6.376
Cl -5.949 -0.384 7.967
H -7.857 0.431 6.867
H -6.621 -0.164 5.726
C 8.032 0.540 -1.947
Cl 6.853 1.787 -1.497
Cl 7.261 -0.972 -2.415
H 8.610 0.908 -2.787
H 8.674 0.355 -1.094
C -4.170 6.397 9.432
Cl -3.602 8.049 9.155
Cl -3.319 5.631 10.780
H -5.227 6.428 9.666
H -3.997 5.814 8.535
C 0.121 -0.673 2.164
Cl -0.720 0.460 3.237
Cl -0.923 -2.027 1.703
H 0.412 -0.144 1.266
H 0.983 -1.065 2.686
C 7.245 -1.150 -6.834
Cl 5.911 -2.276 -7.123
Cl 6.859 -0.025 -5.529
H 8.123 -1.717 -6.551
H 7.426 -0.590 -7.743
C -2.549 -4.103 -2.358
Cl -2.120 -3.607 -4.002
Cl -1.241 -4.975 -1.552
H -2.787 -3.218 -1.779
H -3.408 -4.760 -2.421
C 3.621 -3.259 2.552
Cl 2.512 -2.917 1.221
Cl 3.001 -2.679 4.104
H 3.759 -4.332 2.615
H 4.564 -2.765 2.352
C -3.460 -8.230 -2.742
Cl -2.393 -8.175 -1.338
Cl -4.883 -7.193 -2.546
H -2.906 -7.892 -3.610
H -3.801 -9.248 -2.878
C 5.963 -6.039 -7.589
Cl 5.379 -6.200 -5.929
Cl 7.341 -7.097 -7.917
H 5.158 -6.304 -8.264
H 6.273 -5.013 -7.744
C -10.781 0.727 8.094
Cl -10.317 0.986 6.406
Cl -9.615 -0.286 8.953
H -10.830 1.690 8.587
H -11.746 0.237 8.112
C -1.125 4.442 1.904
Cl -1.371 6.136 2.342
Cl -2.546 3.451 2.274
H -0.930 4.376 0.839
H -0.286 4.054 2.470
*
```

Calculated values
**Total energy**: -404493.1046 eV
**HOMO-LUMO gap**: 10.34 eV